(1)
This record from the Open Molecules 2025 dataset describes 2 unconnected molecules or ions with the total composition C3H7NO3. The level of theory is wB97M-V/def2-TZVPD.

Cartesian coordinates (Å):
C (0.736, 0.333, -0.578)
C (1.623, -0.765, -0.149)
C (-0.201, 1.042, 0.276)
N (-1.792, -0.996, 0.469)
O (-1.074, -0.485, -0.605)
O (-0.984, 2.038, -0.254)
O (0.010, 0.954, 1.505)
H (-1.406, 1.714, -1.066)
H (1.114, 0.934, -1.408)
H (-1.167, -1.189, 1.254)
H (-2.476, -0.295, 0.762)
H (1.410, -1.686, -0.709)
H (1.533, -1.015, 0.907)
H (2.674, -0.585, -0.402)

Cartesian forces (eV/Å) of the 6 atoms listed first:
-1.0 0.0 0.6
0.1 -0.6 0.1
2.6 1.3 3.1
0.5 0.2 -0.1
0.3 -0.8 -1.6
0.1 -0.6 0.2

LUMO energy (alpha / beta) (eV): -0.9 / -0.9
Kohn-Sham gap (alpha / beta) (eV): 8.014 / 8.008

Atomic partial charges in e from the Mulliken method, atoms 1 to 2: number 1, C, carries 0.48; number 2, C, carries -1.25

=====

(2)
This record from the Open Molecules 2025 dataset describes a molecular structure, C17H21CrN4O6S3. The level of theory is wB97M-V/def2-TZVPD.

Cartesian coordinates (Å):
Cr (0.267, 0.920, 1.861)
O (2.132, -0.162, 1.820)
C (1.956, -1.336, 0.977)
C (0.696, -1.992, 1.450)
N (-0.416, -1.008, 1.512)
C (-1.224, -0.875, 0.280)
C (-2.052, 0.386, 0.442)
O (-3.096, 0.535, -0.130)
O (-1.504, 1.277, 1.279)
C (-1.270, -1.341, 2.683)
C (-0.627, -0.763, 3.931)
O (-0.765, -1.277, 5.012)
O (0.027, 0.362, 3.681)
H (2.892, 0.346, 1.504)
H (2.800, -2.009, 1.094)
H (1.878, -1.044, -0.061)
H (0.853, -2.372, 2.456)
H (0.442, -2.828, 0.800)
H (-1.873, -1.735, 0.115)
H (-0.566, -0.737, -0.579)
H (-1.427, -2.413, 2.772)
H (-2.238, -0.857, 2.569)
S (4.568, -1.329, -3.438)
C (3.267, -0.551, -2.789)
S (3.450, 0.754, -1.650)
C (1.725, 0.842, -1.401)
N (1.074, 0.022, -2.145)
N (1.921, -0.741, -2.943)
C (1.259, -1.650, -3.851)
C (-0.037, -2.070, -3.552)
C (-0.700, -2.934, -4.408)
C (-0.086, -3.387, -5.568)
C (1.197, -2.958, -5.862)
C (1.876, -2.092, -5.013)
S (1.041, 1.923, -0.227)
H (-0.528, -1.706, -2.663)
H (-1.708, -3.249, -4.164)
H (-0.607, -4.062, -6.237)
H (1.689, -3.294, -6.768)
H (2.875, -1.770, -5.260)
C (-1.994, 2.922, 3.561)
N (-1.411, 3.941, 2.694)
C (-2.293, 5.016, 2.253)
C (-0.193, 3.841, 2.210)
O (0.597, 2.889, 2.398)
H (-2.390, 3.410, 4.453)
H (-1.240, 2.197, 3.851)
H (-2.802, 2.411, 3.037)
H (-2.683, 5.556, 3.116)
H (-3.125, 4.595, 1.689)
H (-1.751, 5.706, 1.611)
H (0.123, 4.691, 1.601)

Cartesian forces (eV/Å) of the 6 atoms listed first:
-0.2 -0.1 0.1
-0.2 -0.1 -0.2
0.1 0.1 0.2
-0.2 0.2 0.0
-0.1 -0.3 0.0
0.3 -0.1 0.4

LUMO energy (alpha / beta) (eV): -0.9 / -0.4
Kohn-Sham gap (alpha / beta) (eV): 7.141 / 7.710
Multiplicity: 2

Atomic partial charges in e from the Mulliken method, atoms 1 to 2: number 1, Cr, carries 0.36; number 2, O, carries -0.30

=====

(3)
This record from the Open Molecules 2025 dataset describes a molecular structure, C38H30IrN10O4S4Se. The level of theory is wB97M-V/def2-TZVPD.

Cartesian coordinates (Å):
Ir (0.468, -2.482, 0.828)
C (-4.559, -1.580, -0.345)
N (-3.601, -0.686, -0.977)
C (-3.954, 0.417, -1.722)
C (-2.819, 1.012, -2.098)
N (-1.756, 0.265, -1.596)
C (-2.253, -0.794, -0.881)
S (-1.729, -2.196, -0.016)
C (-0.421, 0.775, -1.705)
C (-0.209, 2.134, -1.896)
C (1.101, 2.553, -2.065)
C (2.130, 1.627, -2.019)
C (1.799, 0.305, -1.782)
N (0.542, -0.109, -1.645)
H (-5.555, -1.206, -0.564)
H (-4.394, -1.596, 0.730)
H (-4.450, -2.591, -0.732)
H (-4.980, 0.673, -1.914)
H (-2.667, 1.890, -2.695)
H (-0.995, 2.872, -1.854)
H (1.297, 3.609, -2.186)
H (3.163, 1.922, -2.135)
H (2.562, -0.457, -1.685)
S (-0.242, -2.421, 2.942)
C (0.275, -3.977, 3.485)
C (0.458, -4.222, 4.852)
C (0.813, -5.477, 5.292)
C (1.017, -5.708, 6.694)
N (1.177, -5.895, 7.816)
C (0.975, -6.528, 4.359)
C (0.785, -6.300, 3.014)
C (0.442, -5.024, 2.549)
S (0.139, -4.749, 0.870)
C (1.347, -7.844, 4.799)
N (1.652, -8.900, 5.131)
H (0.345, -3.415, 5.564)
H (0.922, -7.110, 2.310)
N (-0.106, -3.283, -9.921)
C (0.158, -3.289, -8.803)
C (0.489, -3.297, -7.403)
C (0.129, -2.217, -6.601)
C (0.453, -2.221, -5.256)
C (1.118, -3.313, -4.715)
C (1.478, -4.394, -5.508)
C (1.169, -4.382, -6.856)
N (1.432, -3.319, -3.333)
C (2.594, -3.780, -2.738)
C (2.440, -3.574, -1.408)
N (1.207, -2.998, -1.182)
C (0.631, -2.863, -2.348)
H (-0.388, -1.374, -7.037)
H (0.214, -1.370, -4.631)
H (1.977, -5.246, -5.067)
H (1.440, -5.218, -7.486)
H (3.412, -4.173, -3.314)
H (3.110, -3.791, -0.594)
H (-0.357, -2.477, -2.522)
C (-0.767, 9.234, 4.409)
C (-0.821, 8.110, 3.412)
C (-1.715, 7.053, 3.576)
C (-1.784, 6.029, 2.650)
C (-0.948, 6.058, 1.542)
C (-0.050, 7.096, 1.356)
C (0.008, 8.116, 2.295)
S (-1.056, 4.759, 0.354)
O (-2.423, 4.583, -0.057)
O (-0.058, 5.039, -0.650)
N (-0.687, 3.444, 1.230)
C (0.715, 3.112, 1.502)
C (0.762, 1.774, 2.231)
C (0.147, 0.610, 1.452)
O (-1.008, 0.720, 1.023)
O (0.890, -0.424, 1.385)
H (-1.202, 8.939, 5.363)
H (-1.325, 10.098, 4.042)
H (0.259, 9.556, 4.584)
H (-2.362, 7.033, 4.445)
H (-2.476, 5.206, 2.780)
H (0.592, 7.095, 0.487)
H (0.713, 8.927, 2.157)
H (-1.230, 2.618, 0.965)
H (1.151, 3.886, 2.138)
H (1.299, 3.074, 0.578)
H (0.162, 1.872, 3.140)
H (1.783, 1.524, 2.509)
Se (4.445, -2.138, 3.419)
C (3.195, -2.476, 2.236)
N (2.363, -2.738, 1.450)

Cartesian forces (eV/Å) of the 6 atoms listed first:
-0.4 0.1 -0.3
0.0 0.0 0.0
0.0 0.0 0.0
0.0 0.0 0.0
0.0 0.0 -0.1
-0.1 0.1 0.1

LUMO energy (alpha / beta) (eV): -0.6 / -2.8
Kohn-Sham gap (alpha / beta) (eV): 7.146 / 4.935
Multiplicity: 2

Atomic partial charges in e from the Mulliken method, atoms 1 to 2: number 1, Ir, carries 3.37; number 2, C, carries -0.91

=====

(4)
This record from the Open Molecules 2025 dataset describes C20H17ClFN3O2 in the gas phase. The level of theory is wB97M-V/def2-TZVPD.

Cartesian coordinates (Å):
O (-2.442, -3.275, -0.654)
C (-2.223, -2.114, -0.938)
N (-3.063, -1.418, -1.761)
C (-3.043, 0.010, -2.018)
C (-3.317, 0.823, -0.772)
C (-4.538, 0.686, -0.121)
C (-4.797, 1.389, 1.041)
C (-3.838, 2.239, 1.566)
C (-2.621, 2.382, 0.923)
C (-2.360, 1.678, -0.240)
N (-1.125, -1.409, -0.521)
C (-0.100, -1.828, 0.303)
C (0.058, -3.067, 0.848)
C (1.175, -3.312, 1.674)
C (2.069, -2.321, 1.910)
N (1.918, -1.082, 1.365)
C (2.885, -0.031, 1.636)
C (3.396, 0.612, 0.373)
C (3.336, 1.992, 0.202)
F (2.848, 2.748, 1.204)
C (3.772, 2.626, -0.945)
C (4.294, 1.861, -1.973)
C (4.389, 0.489, -1.838)
C (3.947, -0.121, -0.674)
Cl (4.105, -1.838, -0.534)
C (0.860, -0.763, 0.549)
O (0.740, 0.360, 0.057)
H (-3.915, -1.916, -1.965)
H (-2.077, 0.292, -2.451)
H (-3.812, 0.212, -2.768)
H (-5.288, 0.023, -0.528)
H (-5.750, 1.274, 1.537)
H (-4.040, 2.786, 2.475)
H (-1.866, 3.039, 1.328)
H (-1.402, 1.799, -0.725)
H (-1.020, -0.430, -0.769)
H (-0.665, -3.840, 0.647)
H (1.317, -4.284, 2.115)
H (2.939, -2.463, 2.532)
H (2.406, 0.739, 2.248)
H (3.719, -0.467, 2.192)
H (3.692, 3.698, -1.020)
H (4.632, 2.336, -2.880)
H (4.803, -0.115, -2.630)

Cartesian forces (eV/Å) of the 6 atoms listed first:
0.0 -0.4 0.3
0.1 0.1 -0.1
-0.4 0.0 -0.4
0.1 0.0 0.2
0.0 0.2 -0.1
0.1 0.0 0.0

LUMO energy (eV): 0.7
Kohn-Sham gap (eV): 8.568
SMILES: O=C(NCc1ccccc1)Nc1cccn(Cc2c(F)cccc2Cl)c1=O

Atomic partial charges in e from the Mulliken method, atoms 1 to 2: number 1, O, carries -0.71; number 2, C, carries 0.34

=====

Sequential maximum force output: 4.272, 0.788, 0.886, 0.721 eV/Å